# 1
C3HClO | ωB97M-V with the def2-TZVPD basis set

Values from the calculation:
**LUMO level (spin up / spin down)**: -1.64 / -1.64 eV
**Energy above the lowest of the compared OMol25 structures with the same formula, charge and spin**: 74.1 kcal/mol
**Kohn-Sham gap (spin up / spin down)**: 8.17 / 8.17 eV
**Max |F|**: 3.70 eV Å⁻¹
**E_tot**: -650.13392 hartree

Last column: natural (NBO) charge in e.
Positions of all 6 atoms, in Å:
H (-2.8594, 0.7831, -0.2361)  0.235
C (-0.8114, -0.0468, 0.0019)  -0.193
C (-2.0336, 0.1917, 0.0992)  -0.414
O (1.9263, -1.5423, 0.0015)  -0.411
Cl (2.2435, 1.0641, 0.0245)  0.149
C (1.5346, -0.4497, 0.1089)  0.633



# 2
C24H34N6O3Sc | ωB97M-V with the def2-TZVPD basis set

Values from the calculation:
**LUMO level**: -2.60 eV
**Charge**: +1
**Energy above the lowest of the compared OMol25 structures with the same formula, charge and spin**: 0.0 kcal/mol
**Kohn-Sham gap**: 7.93 eV
**Max |F|**: 0.92 eV Å⁻¹
**E_tot**: -2249.92769 hartree

Last column: natural (NBO) charge in e.
Positions of all 68 atoms, in Å:
C (2.6619, -1.3280, 2.7702)  -0.262
H (-2.8434, 1.7328, -3.1926)  0.199
H (-1.9385, -0.6966, 3.6573)  0.217
C (1.3448, -1.1126, 2.1359)  0.581
C (0.1013, 2.3795, 0.9671)  -0.241
H (-1.7144, 1.5196, 1.1124)  0.408
H (-1.9632, -1.7180, -2.7454)  0.228
C (-0.0311, -1.0745, -3.4203)  -0.229
H (2.4531, -2.1058, -2.9813)  0.208
H (-0.2909, 2.8430, -2.0014)  0.201
O (-2.0161, -1.4243, -0.1630)  -0.856
O (3.6469, -2.3870, 0.8290)  -0.692
H (5.7922, -2.4866, 2.1684)  0.231
H (2.2207, 0.6119, -0.0600)  0.403
N (-1.0935, 1.7578, 0.3444)  -0.674
H (0.3499, 1.7762, 1.8439)  0.234
H (3.7293, -0.0439, -2.2170)  0.238
H (-2.9027, 2.3040, -0.5331)  0.213
H (2.1734, 2.7670, 0.5665)  0.222
H (-1.8794, 3.6571, -0.0992)  0.205
H (-4.3819, -1.6567, -1.2017)  0.223
H (2.7162, 2.0591, -2.0790)  0.206
C (2.1021, -1.3918, -2.2302)  -0.219
H (2.0171, -0.4761, 4.6223)  0.234
H (1.1490, 1.4973, -2.6128)  0.188
Sc (-0.3339, -0.4394, -0.1782)  1.796
H (4.2030, -0.7027, 5.7386)  0.224
C (-1.8016, 1.5968, -2.8819)  -0.223
C (2.0088, 1.2270, -1.9972)  -0.210
H (-6.4965, -1.0489, -0.0699)  0.226
C (5.1447, -1.5973, 4.0179)  -0.151
N (1.5241, 1.1092, -0.6095)  -0.689
N (-0.7550, -0.5522, 2.0037)  -0.397
C (-4.3777, -1.2650, -0.1923)  -0.318
H (1.1296, 3.1630, -0.7664)  0.204
H (-4.3352, -0.0646, 3.4805)  0.221
C (-1.8683, 2.6590, -0.5485)  -0.225
H (6.1098, -1.7013, 4.4966)  0.223
C (-3.1376, -0.6704, 1.8046)  -0.242
H (-2.5149, 0.0964, -1.7124)  0.401
C (-4.3502, -0.3788, 2.4434)  -0.134
C (1.2885, 2.4293, 0.0211)  -0.232
H (2.7131, -2.2732, 0.5802)  0.498
C (-1.9012, -0.6233, 2.5716)  0.151
C (-5.5511, -0.4894, 1.7744)  -0.252
H (-1.2078, 1.5957, -3.7982)  0.204
H (-1.7503, 3.6756, -2.4195)  0.237
H (2.4806, -1.7361, -1.2751)  0.224
C (-1.5030, -0.8311, -3.1843)  -0.234
C (-3.1541, -1.1262, 0.4692)  0.422
C (2.6904, -0.0183, -2.5545)  -0.438
H (-0.1258, 3.3906, 1.3213)  0.211
H (-6.4787, -0.2509, 2.2748)  0.230
H (2.7479, 0.1196, -3.6364)  0.226
N (-1.6630, 0.2815, -2.2303)  -0.662
C (4.9811, -2.0322, 2.7204)  -0.298
O (1.2332, -1.3468, 0.8302)  -0.871
H (0.4351, -0.1621, -3.7931)  0.198
N (0.3544, -0.6743, 2.8463)  -0.393
C (2.8554, -0.9104, 4.0952)  -0.130
C (-5.5559, -0.9368, 0.4541)  -0.149
H (0.1348, -1.8474, -4.1767)  0.212
N (0.6226, -1.4354, -2.1440)  -0.675
H (-2.0162, -0.6319, -4.1302)  0.208
C (-1.3724, 2.7468, -1.9865)  -0.417
C (3.7418, -1.9066, 2.0934)  0.417
H (0.3723, -2.4049, -1.9509)  0.395
C (4.0761, -1.0357, 4.7182)  -0.253



# 3
C22H20ClNO4SiW | ωB97M-V with the def2-TZVPD basis set

Values from the calculation:
**LUMO level (spin up / spin down)**: -1.92 / -2.23 eV
**Energy above the lowest of the compared OMol25 structures with the same formula, charge and spin**: 18.3 kcal/mol
**Kohn-Sham gap (spin up / spin down)**: 6.10 / 5.79 eV
**Max |F|**: 3.93 eV Å⁻¹
**2S+1**: 3
**E_tot**: -2022.75220 hartree

Last column: natural (NBO) charge in e.
Positions of all 50 atoms, in Å:
H (-15.6726, -2.1332, -1.3860)  0.250
C (-17.1037, 0.3454, -0.7950)  -0.416
H (-14.4669, 6.5791, -2.0554)  0.247
N (-15.9547, 1.5533, -5.1870)  -0.528
H (-14.5640, -1.8666, -2.7093)  0.239
C (-15.0951, 0.7744, -5.9259)  0.022
Cl (-13.1551, 6.9086, -4.6658)  0.075
C (-13.4359, 5.5431, -3.6823)  -0.049
H (-19.9156, 1.7269, 0.3178)  0.211
C (-16.4584, 0.2464, 0.4460)  -0.231
C (-12.9689, 4.3077, -4.0573)  -0.180
C (-16.9335, 0.1543, -9.2070)  0.735
C (-18.2728, 1.3167, 1.5259)  -0.205
C (-13.3286, 3.1541, -3.3105)  -0.353
C (-18.4003, 0.8704, -0.8368)  -0.236
H (-14.1997, 0.4902, -5.4057)  0.205
H (-14.7778, -0.0544, -7.8662)  0.277
C (-13.9069, 3.2533, -1.9581)  -0.107
W (-15.5662, 2.3202, -3.2510)  1.307
C (-17.0266, 0.7504, 1.6381)  -0.212
H (-17.1832, -1.0915, -4.6208)  0.259
O (-18.9972, 3.2121, -5.2162)  -0.497
H (-12.3638, 4.2057, -4.9459)  0.249
H (-18.9553, 0.9017, -1.7658)  0.216
H (-18.5153, 1.8693, -7.3297)  0.273
O (-17.3541, 3.0458, -3.6687)  -0.739
H (-16.6034, 0.6509, 2.5491)  0.211
O (-18.1024, 0.2360, -9.5976)  -0.697
Si (-16.3802, -0.0083, -2.4955)  1.300
C (-17.9534, 2.8038, -4.8575)  0.757
C (-16.6879, 0.7005, -7.7379)  -0.002
O (-15.8798, -0.2566, -9.7577)  -0.734
C (-14.3831, 2.0268, -1.3572)  -0.701
C (-14.3139, 4.5558, -1.6316)  -0.197
C (-15.4369, 0.4179, -7.2034)  -0.203
C (-17.6551, -0.7001, -3.7141)  -1.102
H (-14.3847, -0.9374, -1.2472)  0.223
H (-18.1966, -1.4194, -3.1071)  0.251
H (-14.8945, 4.5650, -0.7216)  0.238
H (-13.0267, 2.1380, -3.5670)  0.252
H (-13.8354, 1.1071, -1.4538)  0.257
H (-18.3034, 0.1687, -3.8979)  0.232
H (-14.9521, 2.0596, -0.4302)  0.267
C (-17.5612, 1.4759, -7.0060)  -0.173
C (-14.1254, 5.6264, -2.4431)  -0.187
C (-15.1143, -1.3306, -1.9518)  -1.116
H (-15.4531, -0.2641, 0.4968)  0.210
H (-18.8227, 1.7335, 2.4040)  0.218
C (-17.1188, 1.9098, -5.7266)  0.084
C (-18.9314, 1.3118, 0.3400)  -0.200



# 4
C39H52N10O3P | ωB97M-V with the def2-TZVPD basis set

Values from the calculation:
**LUMO level**: -5.00 eV
**Charge**: +1
**Kohn-Sham gap**: 4.43 eV
**Max |F|**: 3.17 eV Å⁻¹
**E_tot**: -2631.66013 hartree

Last column: Mulliken charge in e.
Positions of all 105 atoms, in Å:
N (3.3801, -3.8134, -3.2522)  -0.815
C (2.5501, -8.3300, 7.8166)  -0.578
H (-4.2087, 7.0410, 0.3512)  0.402
H (0.2718, -3.9256, 4.8022)  0.222
H (-2.1285, 6.2812, 1.9122)  0.399
C (-1.2570, 5.1069, 4.2868)  -0.408
H (-2.2624, 1.1597, -1.9138)  0.119
C (2.9920, -7.1455, 8.4625)  -0.461
H (-1.8191, -2.5815, 4.4963)  0.555
C (0.8798, 5.2592, -4.0995)  -0.512
C (-2.5469, 7.2698, 1.8236)  0.096
H (-0.2162, 4.5934, -2.3339)  0.495
H (-2.9469, 10.5106, 2.3655)  0.381
C (-3.6010, 7.6237, 1.0234)  -0.925
C (2.0464, -6.2438, 0.1993)  -0.525
H (3.8048, -7.0558, 9.1647)  0.394
H (1.2490, 1.3907, -7.9702)  0.350
C (-5.3670, 2.1411, -4.6793)  -0.569
H (-1.3131, 8.5226, 3.2142)  0.366
H (0.9654, 1.9622, -10.6049)  0.385
C (0.3524, 0.8700, 0.0631)  -0.733
C (-1.2479, 2.8855, 3.9487)  -0.133
H (2.1031, -2.1487, 0.2130)  0.034
H (1.7755, 0.2017, -1.3552)  0.205
H (0.6976, -5.5269, 1.8369)  0.229
C (0.5292, 4.4037, -3.0894)  -0.895
C (2.4657, -3.1797, 0.3782)  -0.029
H (1.3035, 2.3650, -2.6013)  0.458
H (2.8781, 2.7802, -4.7682)  0.404
H (0.5195, 6.2420, -4.3539)  0.402
C (-0.9094, -5.6837, 4.8509)  -0.821
C (2.6865, -3.9772, -0.8875)  0.674
C (2.1904, -6.1216, 8.0309)  -0.493
H (0.5729, -6.1158, 6.6657)  0.295
C (0.9962, 2.6635, -9.7868)  -0.482
H (3.4616, -5.5790, -4.1126)  0.295
C (0.9853, 4.5687, -8.5957)  -0.205
N (1.8600, 4.6559, -4.8418)  -0.069
C (0.8983, 4.0767, -9.8715)  -0.634
O (4.2067, -3.8308, 2.6197)  -0.495
N (-0.6418, -4.3411, 4.7552)  0.097
C (-0.9684, 1.1951, -0.0863)  -0.581
H (0.0020, 0.2964, -3.1222)  0.521
C (3.0988, -3.3167, -2.0732)  -0.239
H (-5.1907, 1.8774, -5.7089)  0.385
H (-6.8199, 3.1129, -1.8900)  0.391
H (5.0069, -1.2478, 0.5245)  0.381
N (1.2840, -6.6407, 7.1457)  0.057
H (3.2051, -2.2225, -2.0069)  0.446
C (-1.3018, 0.9982, -1.4536)  0.319
C (0.6399, -5.7973, 0.7651)  -1.220
H (2.9597, -9.3206, 7.9298)  0.394
H (-1.3995, 6.1239, 4.6124)  0.398
O (4.6443, -1.5318, 1.3817)  -0.512
H (-3.4187, 1.7815, -3.9438)  0.164
H (2.1866, -5.0722, 8.2753)  0.361
C (-0.4186, 3.4647, 3.0240)  -0.690
H (0.0816, 5.4922, 2.6970)  0.240
H (1.2117, 3.5733, -6.7425)  0.258
H (-4.5364, 9.4946, 0.7220)  0.190
H (-1.4503, 1.8301, 4.0408)  0.506
C (2.8166, -5.8868, -2.2468)  -0.665
H (2.7968, -6.3127, 1.0084)  0.226
C (1.3243, 3.2352, -3.2281)  0.471
N (-3.8244, 8.9633, 1.1905)  0.041
N (3.2257, -5.1183, -3.2309)  0.368
H (4.2930, -4.7843, 2.4514)  0.366
H (0.8756, -8.5829, 6.3619)  0.364
C (-2.9304, 9.4682, 2.0941)  -0.631
N (-0.4332, 4.8164, 3.2336)  0.020
C (1.4939, -7.9874, 7.0140)  -0.230
H (-0.1015, -6.6017, 0.6381)  0.405
C (2.4993, -5.3893, -0.9679)  0.556
C (-0.1737, 0.5607, -2.0925)  -1.004
H (0.9568, 5.5793, -8.2218)  0.335
C (-1.7805, 3.9294, 4.7508)  -0.694
P (4.1521, -3.0601, 1.2054)  0.838
N (1.1281, 3.5073, -7.7430)  0.109
C (-2.8377, -4.5666, 4.5673)  -0.532
H (-2.7852, -6.7963, 4.7689)  0.449
H (0.2516, -4.9166, 0.2222)  0.451
H (2.7183, -6.9658, -2.4276)  0.425
H (-7.4580, 2.7394, -4.5021)  0.392
C (-2.2634, -5.8536, 4.7354)  -0.728
C (-4.8414, 2.4482, -2.5273)  -0.205
C (1.1404, 2.3432, -8.4621)  -0.471
H (0.7780, 4.6650, -10.7665)  0.386
H (0.1780, 3.0344, 2.2364)  0.328
N (0.8328, 0.4883, -1.1649)  0.120
N (-4.3616, 2.0688, -3.7530)  0.085
H (2.3100, 5.0593, -5.6460)  0.279
H (-3.8835, -4.3357, 4.4475)  0.406
H (1.8879, -7.2656, -0.2010)  0.415
H (1.8150, -3.6723, 1.1199)  0.045
C (-1.8146, -3.6551, 4.5874)  -0.585
H (-2.4684, 3.8273, 5.5742)  0.425
C (-6.4973, 2.5780, -4.0409)  -0.356
H (0.9923, 0.8777, 0.9309)  0.548
C (2.1336, 3.4181, -4.3192)  -1.066
O (5.1092, -3.7321, 0.2926)  -0.660
H (-0.1148, -6.3968, 4.9898)  0.837
C (-6.1636, 2.7734, -2.6748)  -0.655
H (-1.6255, 1.5362, 0.6979)  0.500
H (-4.2015, 2.4551, -1.6603)  0.369
C (-2.1210, 8.4417, 2.5041)  -0.318



# 5
C4H7ClS | ωB97M-V with the def2-TZVPD basis set

Values from the calculation:
**LUMO level**: 0.75 eV
**Structure (SMILES)**: C/C=C/[C@H](S)Cl
**Energy above the lowest of the compared OMol25 structures with the same formula, charge and spin**: 22.7 kcal/mol
**Kohn-Sham gap**: 9.88 eV
**Max |F|**: 3.37 eV Å⁻¹
**E_tot**: -1014.93268 hartree

Last column: natural (NBO) charge in e.
Positions of all 13 atoms, in Å:
H (2.0991, 1.9728, 0.9266)  0.224
H (-0.4080, -2.0743, 0.1458)  0.225
C (1.4452, 1.6568, 0.1902)  -0.639
C (-0.4079, 0.1098, 0.4640)  -0.223
C (0.8557, 0.3188, 0.2360)  -0.143
S (-1.9686, -1.2945, -1.3688)  -0.046
H (1.6001, -0.4563, -0.0787)  0.194
H (0.5853, 2.2387, 0.0029)  0.214
H (-1.3713, -2.0890, -2.2666)  0.141
H (-1.0666, 0.9054, 0.6984)  0.208
H (2.0499, 1.6438, -0.7059)  0.213
Cl (-2.3172, -1.6469, 1.5183)  -0.039
C (-1.0956, -1.2853, 0.2378)  -0.327



# 6
O6V3 | ωB97M-V with the def2-TZVPD basis set

Values from the calculation:
**LUMO level**: -13.42 eV
**Charge**: +3
**Energy above the lowest of the compared OMol25 structures with the same formula, charge and spin**: 0.0 kcal/mol
**Kohn-Sham gap**: 9.29 eV
**Max |F|**: 1.45 eV Å⁻¹
**E_tot**: -3282.04008 hartree

Last column: Mulliken charge in e.
Positions of all 9 atoms, in Å:
V (2.2269, 3.6023, -0.0500)  1.835
O (0.3299, -1.6394, 0.1168)  -0.434
O (-3.8691, -3.3224, 0.8733)  -0.361
V (-3.5120, -2.3189, 1.9491)  1.849
O (-2.0107, -2.0122, 1.7123)  -0.477
O (1.7294, -0.2710, -1.4141)  -0.417
O (3.2330, 4.3728, -0.8820)  -0.336
O (1.4505, 2.6666, -1.0050)  -0.492
V (0.4222, -1.0776, -1.3004)  1.833